The following is a DFT calculation (ωB97M-V with the def2-TZVPD basis set) of C19H23N3NiSSe5 as an isolated structure.

The geometry in XYZ format:
```
52
C19H23N3NiSSe5 | the Open Molecules 2025 dataset | ωB97M-V with the def2-TZVPD basis set
Ni -0.069 0.354 0.267
Se 2.383 1.034 0.736
Se 3.606 -0.358 2.066
Se 0.667 1.245 4.235
Se 0.496 1.896 2.050
S -2.582 0.019 0.388
C -2.916 -1.343 -0.529
N -2.400 -2.566 -0.172
C -2.535 -3.681 -0.904
C -3.315 -3.647 -2.026
C -3.900 -2.400 -2.314
N -3.736 -1.304 -1.620
H -1.663 -2.569 0.552
H -2.012 -4.548 -0.529
H -3.453 -4.515 -2.650
H -4.550 -2.305 -3.181
C 0.107 7.959 0.681
C 0.041 6.541 0.180
C -1.070 5.745 0.412
C -1.148 4.433 -0.045
C -2.380 3.635 0.257
C -0.079 3.884 -0.770
Se -0.209 2.130 -1.536
C 1.062 4.672 -0.991
C 2.265 4.143 -1.723
C 1.097 5.981 -0.523
H -0.787 8.212 1.252
H 0.189 8.674 -0.144
H 0.971 8.116 1.331
H -1.905 6.149 0.976
H -3.146 4.270 0.705
H -2.147 2.827 0.955
H -2.771 3.154 -0.640
H 2.396 3.080 -1.535
H 3.161 4.679 -1.405
H 2.156 4.267 -2.804
H 1.995 6.570 -0.698
C 0.072 -2.062 2.757
C 0.312 -2.531 1.360
C 0.583 -3.816 0.906
C 0.855 -3.704 -0.482
C 0.723 -2.362 -0.795
C 0.919 -1.692 -2.119
N 0.392 -1.653 0.315
H -0.417 -2.837 3.352
H -0.553 -1.165 2.782
H 1.010 -1.781 3.242
H 0.629 -4.705 1.519
H 1.140 -4.493 -1.165
H 0.342 -2.182 -2.909
H 1.970 -1.699 -2.420
H 0.611 -0.641 -2.087
```

Its net charge is -2. As for the HOMO energy (spin up / spin down): -0.48 / -0.83 eV. The LUMO energy (spin up / spin down) comes out at 4.2 / 4.2 eV. The energy above the lowest of the compared OMol25 structures with the same formula, charge and spin is 0.1894 eV. As for the expectation value of S²: 2.03. The multiplicity is 3.